# C7H5IrNO4S

A structure of composition C7H5IrNO4S in a non-equilibrium geometry (ωB97M-V/def2-TZVPD, the Open Molecules 2025 dataset).

Last column: Mulliken spin population.
CARTESIAN COORDINATES (ANGSTROEM)
Ir (0.08735, 0.15596, -0.00962)  1.8433
S (-0.51447, -4.58636, -0.25002)  0.0002
O (1.90157, -0.44627, -2.48814)  0.0123
O (2.16607, -1.05036, 2.00743)  0.0990
O (0.92836, 3.11033, 0.29997)  0.1111
O (-2.39840, 0.75413, -1.82485)  0.0951
N (-0.64339, -2.01985, -0.14065)  0.0359
C (1.24172, -0.22600, -1.56887)  0.1237
C (0.22197, -3.02645, -0.24664)  0.3114
C (1.40054, -0.59972, 1.27291)  0.1407
C (0.63331, 2.00090, 0.17495)  0.0741
C (-1.95548, -2.45666, -0.04766)  0.3806
C (-2.07429, -3.82977, -0.08464)  0.3624
C (-1.49287, 0.53234, -1.14892)  0.1486
H (1.30325, -2.90771, -0.30678)  0.0268
H (-2.78292, -1.75524, 0.05590)  0.0095
H (-3.00205, -4.37872, -0.01444)  0.0109
H (-0.85156, 0.79753, 1.44732)  0.0688
H (-1.11254, -0.01109, 1.36848)  0.1453

Force components x, y, z for each atom (eV/Å):
1.776 1.456 -1.802
-1.685 -0.066 0.152
-2.459 0.969 3.461
-2.207 1.990 -2.774
-1.125 -4.487 -0.583
3.438 -0.282 1.960
-1.313 -1.546 0.046
4.378 -1.802 -6.072
-1.179 -0.141 0.056
4.008 -3.911 5.523
2.226 8.291 1.094
1.915 2.178 -0.016
1.534 -2.811 -0.263
-6.856 0.307 -3.494
-0.111 -0.010 -0.052
0.116 -0.101 -0.018
-0.133 -0.334 -0.016
-1.527 -1.201 1.183
-0.794 1.501 1.616

Calculated values
- Spin multiplicity: 5
- ⟨S²⟩: 6.025
- Frontier orbital gap (alpha / beta): 6.37 / 6.23 eV
- Highest occupied orbital energy (alpha / beta): -0.708 / -0.877 Eh
- Charge: +3